Record 1
This record from the Open Molecules 2025 dataset describes a cluster of 5 separate species, C24H30F2N7O2S in total at a distorted geometry. The level of theory is ωB97M-V/def2-TZVPD.

Structure (XYZ):
```
66
C24H30F2N7O2S (ωB97M-V/def2-TZVPD)
C 3.06 -0.14 1.56
C 2.01 0.95 1.23
F 2.74 2.09 0.88
C 1.14 0.63 -0.01
N 0.14 -0.48 0.14
C 0.64 -1.74 -0.13
N 0.71 -2.72 0.75
N 1.02 -1.99 -1.42
S -0.78 -0.42 1.57
O -0.14 -0.94 2.73
O -2.05 -0.98 1.30
F -1.02 1.10 1.87
H 2.54 -0.97 2.07
H 3.75 0.32 2.29
H 3.63 -0.44 0.66
H 1.46 1.22 2.14
H 1.84 0.35 -0.82
H 0.60 1.51 -0.41
H 1.26 -3.49 0.35
H 1.16 -2.47 1.63
H 0.41 -2.46 -2.09
H 1.95 -1.73 -1.73
N -7.00 -2.89 1.22
C -6.87 -4.22 1.26
C -5.67 -4.87 1.48
C -4.53 -4.10 1.64
C -4.64 -2.72 1.60
C -5.89 -2.17 1.38
H -7.79 -4.78 1.13
H -5.62 -5.95 1.51
H -3.57 -4.57 1.81
H -3.77 -2.09 1.72
H -6.03 -1.10 1.34
N 1.79 -2.05 -4.40
C 2.93 -2.15 -5.09
C 3.23 -1.37 -6.19
C 2.31 -0.43 -6.60
C 1.12 -0.30 -5.91
C 0.91 -1.13 -4.82
H 3.62 -2.90 -4.73
H 4.18 -1.49 -6.71
H 2.51 0.20 -7.46
H 0.37 0.42 -6.20
H -0.01 -1.06 -4.24
N 5.64 2.33 3.68
C 4.93 2.21 4.80
C 4.12 3.21 5.32
C 4.05 4.41 4.63
C 4.78 4.55 3.46
C 5.55 3.49 3.03
H 5.01 1.25 5.31
H 3.57 3.06 6.23
H 3.44 5.22 4.99
H 4.75 5.47 2.89
H 6.14 3.55 2.12
N -2.32 3.31 -1.34
C -2.40 2.25 -0.53
C -3.48 1.39 -0.49
C -4.55 1.63 -1.34
C -4.49 2.72 -2.19
C -3.36 3.52 -2.15
H -1.55 2.11 0.12
H -3.49 0.54 0.19
H -5.41 0.98 -1.34
H -5.30 2.94 -2.87
H -3.27 4.38 -2.81
```

Values from the calculation:
* lowest unoccupied orbital energy: -5.32 eV
* energy: -56161.3832 eV
* frontier orbital gap: 6.141 eV
* HOMO level: -11.46 eV
* spin multiplicity: 1
* charge: +1
* maximum force: 0.0621 hartree/bohr


Record 2
This record from the Open Molecules 2025 dataset describes an isolated molecule of C23H20ClFN4 at a distorted geometry. The level of theory is ωB97M-V/def2-TZVPD.

Structure (XYZ):
```
49
C23H20ClFN4 (ωB97M-V/def2-TZVPD)
F -7.33 -0.99 -0.72
C -6.08 -0.58 -0.42
C -5.39 0.21 -1.32
C -4.11 0.62 -1.01
C -3.53 0.25 0.20
C -4.24 -0.55 1.10
C -5.52 -0.97 0.79
H -6.08 -1.58 1.47
H -3.81 -0.85 2.04
N -2.23 0.69 0.48
C -1.48 0.49 1.59
C -0.28 1.13 1.41
C -0.40 1.71 0.11
N -1.57 1.42 -0.42
C 0.61 2.46 -0.64
C 1.04 1.98 -1.87
C 2.01 2.65 -2.59
C 2.57 3.81 -2.09
C 2.13 4.32 -0.88
C 1.15 3.65 -0.17
Cl 0.57 4.35 1.30
H 2.54 5.24 -0.49
H 3.34 4.33 -2.64
H 2.34 2.26 -3.54
H 0.59 1.08 -2.26
C 0.90 1.15 2.34
N 2.18 0.79 1.76
H 2.40 1.39 0.97
C 2.38 -0.60 1.42
C 1.68 -1.09 0.13
C 2.01 -2.53 -0.09
C 3.15 -2.93 -0.78
C 3.44 -4.27 -0.92
C 2.56 -5.19 -0.35
N 1.47 -4.83 0.31
C 1.21 -3.55 0.43
H 0.30 -3.31 0.97
H 2.74 -6.26 -0.43
H 4.31 -4.61 -1.45
H 3.81 -2.18 -1.21
H 2.03 -0.49 -0.71
H 0.61 -0.97 0.23
H 3.46 -0.75 1.31
H 2.04 -1.20 2.27
H 1.01 2.15 2.75
H 0.70 0.46 3.16
H -1.83 -0.08 2.43
H -3.54 1.24 -1.69
H -5.85 0.49 -2.26
```

Values from the calculation:
* lowest unoccupied orbital energy: 0.56 eV
* energy: -45375.8786 eV
* frontier orbital gap: 8.949 eV
* HOMO level: -8.39 eV
* spin multiplicity: 1
* relative energy (zero: lowest compared OMol25 entry of this formula, charge and spin): 3.5 kcal/mol
* maximum force: 0.0199 hartree/bohr


Record 3
This record from the Open Molecules 2025 dataset describes a cluster of 11 separate species, C50H87Br2FN10O12 in total at a distorted geometry. The level of theory is ωB97M-V/def2-TZVPD.

Structure (XYZ):
```
162
C50H87Br2FN10O12 (ωB97M-V/def2-TZVPD)
C 0.89 2.46 -1.08
C -0.31 1.41 -1.04
C -0.77 1.24 0.45
Br 0.71 0.40 1.48
C -2.14 0.53 0.64
C -2.21 -0.88 1.01
C -3.49 -1.58 1.22
C -4.80 -0.92 1.05
C -6.11 -1.70 1.31
C -6.64 -2.52 0.08
C -8.23 -2.56 0.14
F -6.23 -3.89 0.29
C -4.73 0.49 0.63
C -3.44 1.20 0.44
C -3.52 2.71 0.04
O -2.60 3.29 -0.50
C -4.81 3.56 0.29
C -4.72 5.02 0.37
C -5.94 5.80 0.56
C -7.21 5.07 0.67
Br -8.85 6.10 0.89
C -7.30 3.62 0.63
C -6.06 2.83 0.43
C -6.05 1.29 0.38
O -7.10 0.74 0.10
H 1.02 2.90 -2.11
H 1.87 1.98 -0.80
H 0.74 3.31 -0.35
H -1.10 1.83 -1.71
H 0.06 0.45 -1.49
H -0.88 2.27 0.89
H -1.28 -1.46 1.17
H -3.41 -2.65 1.54
H -5.91 -2.44 2.14
H -6.95 -1.05 1.68
H -6.29 -2.16 -0.91
H -8.70 -1.94 -0.67
H -8.63 -2.20 1.12
H -8.60 -3.62 0.01
H -3.76 5.57 0.28
H -5.95 6.91 0.61
H -8.24 3.03 0.70
C 4.33 0.61 -2.81
O 3.53 0.65 -1.89
N 5.08 1.65 -3.25
C 6.02 1.51 -4.34
C 4.95 2.94 -2.60
H 4.51 -0.32 -3.37
H 7.02 1.75 -3.99
H 5.74 2.20 -5.14
H 6.01 0.49 -4.73
H 5.20 2.83 -1.54
H 3.92 3.28 -2.68
H 5.62 3.67 -3.05
C 8.13 5.67 -3.66
O 7.48 4.68 -3.37
N 7.62 6.81 -4.15
C 8.45 7.96 -4.47
C 6.19 6.90 -4.37
H 9.23 5.70 -3.53
H 8.13 8.81 -3.88
H 8.34 8.19 -5.53
H 9.50 7.75 -4.26
H 5.67 6.74 -3.42
H 5.88 6.12 -5.07
H 5.92 7.88 -4.77
C 3.82 -2.52 -2.15
O 4.46 -2.36 -3.17
N 4.21 -3.27 -1.09
C 3.39 -3.41 0.09
C 5.50 -3.95 -1.14
H 2.83 -2.06 -2.00
H 3.94 -3.04 0.96
H 3.15 -4.47 0.24
H 2.46 -2.85 -0.01
H 6.29 -3.21 -1.28
H 5.51 -4.63 -1.99
H 5.67 -4.50 -0.23
C -2.33 -4.72 -1.59
O -1.38 -4.36 -2.26
N -3.06 -5.84 -1.82
C -4.19 -6.20 -0.98
C -2.72 -6.69 -2.94
H -2.68 -4.14 -0.72
H -3.99 -7.18 -0.53
H -5.09 -6.25 -1.59
H -4.33 -5.47 -0.18
H -1.69 -7.04 -2.82
H -2.78 -6.12 -3.87
H -3.39 -7.54 -2.99
C -4.19 -3.56 4.24
O -5.14 -2.82 4.41
N -3.10 -3.62 5.02
C -2.00 -4.54 4.75
C -3.01 -2.75 6.17
H -4.16 -4.27 3.39
H -1.87 -5.21 5.60
H -1.09 -3.96 4.59
H -2.20 -5.13 3.86
H -3.85 -2.95 6.84
H -3.07 -1.71 5.84
H -2.07 -2.91 6.71
C -1.55 -8.60 5.93
O -1.00 -7.53 5.77
N -2.84 -8.87 5.64
C -3.43 -10.18 5.86
C -3.67 -7.81 5.10
H -1.01 -9.47 6.34
H -3.79 -10.57 4.91
H -4.26 -10.09 6.56
H -2.69 -10.87 6.27
H -3.24 -7.46 4.16
H -3.70 -6.98 5.80
H -4.68 -8.17 4.92
C 2.38 2.70 -5.23
O 2.26 3.89 -5.01
N 1.91 2.06 -6.33
C 2.09 0.63 -6.52
C 1.21 2.82 -7.34
H 2.89 2.03 -4.52
H 2.66 0.46 -7.44
H 1.11 0.15 -6.60
H 2.63 0.19 -5.68
H 1.88 3.60 -7.73
H 0.34 3.30 -6.90
H 0.90 2.17 -8.16
C 2.97 9.37 -3.10
O 4.02 9.87 -3.49
N 2.76 8.88 -1.85
C 1.49 8.30 -1.46
C 3.85 8.92 -0.89
H 2.09 9.29 -3.75
H 1.09 8.86 -0.62
H 1.65 7.26 -1.16
H 0.78 8.33 -2.28
H 4.15 9.96 -0.73
H 4.70 8.37 -1.28
H 3.53 8.49 0.06
C 7.59 -6.81 0.80
O 7.00 -6.19 -0.06
N 7.05 -7.22 1.97
C 7.81 -7.96 2.95
C 5.66 -6.92 2.25
H 8.65 -7.09 0.69
H 7.34 -8.93 3.12
H 7.83 -7.40 3.89
H 8.84 -8.12 2.61
H 5.03 -7.36 1.47
H 5.52 -5.83 2.23
H 5.37 -7.31 3.22
C -3.79 6.45 3.55
O -3.30 7.56 3.59
N -4.56 5.90 4.52
C -5.10 4.56 4.40
C -4.86 6.68 5.70
H -3.62 5.77 2.70
H -6.19 4.60 4.43
H -4.74 3.95 5.23
H -4.79 4.10 3.46
H -5.38 7.60 5.41
H -3.93 6.95 6.20
H -5.49 6.11 6.38
```

Values from the calculation:
* lowest unoccupied orbital energy: -1.07 eV
* energy: -235533.2621 eV
* frontier orbital gap: 7.286 eV
* HOMO level: -8.35 eV
* spin multiplicity: 1
* maximum force: 0.0517 hartree/bohr


Record 4
This record from the Open Molecules 2025 dataset describes a structure of composition C30H37F3N7O2Ti at a distorted geometry. The level of theory is ωB97M-V/def2-TZVPD.

Structure (XYZ):
```
80
C30H37F3N7O2Ti (ωB97M-V/def2-TZVPD)
Ti 0.17 -0.04 -0.89
C -0.39 4.57 2.09
N -0.79 3.19 1.78
C -2.04 2.71 2.37
C -0.06 2.37 1.04
N -0.46 1.18 0.65
N 1.22 2.79 0.72
C 1.98 2.34 -0.33
N 3.21 2.84 -0.40
N 1.48 1.50 -1.20
H -1.29 5.19 2.13
H 0.24 4.99 1.32
H 0.10 4.63 3.06
H -2.40 3.45 3.08
H -1.89 1.78 2.91
H -2.82 2.57 1.61
H -1.42 0.98 0.94
H 1.65 3.45 1.35
H 3.58 3.49 0.28
H 3.85 2.54 -1.11
H 2.14 1.30 -1.95
C 4.41 -2.07 1.68
C 3.41 -2.90 0.86
C 4.14 -3.67 -0.25
C 2.65 -3.88 1.78
C 2.43 -2.00 0.25
C 1.62 -1.24 -0.26
H 5.14 -2.73 2.14
H 3.90 -1.52 2.48
H 4.93 -1.36 1.04
H 4.88 -4.33 0.20
H 4.65 -2.99 -0.93
H 3.44 -4.28 -0.83
H 3.36 -4.57 2.24
H 1.92 -4.47 1.22
H 2.13 -3.34 2.57
F -3.39 -5.88 0.79
C -2.33 -5.45 1.47
F -1.33 -6.32 1.29
F -2.63 -5.40 2.76
C -1.89 -4.09 0.96
C -1.99 -3.79 -0.39
C -1.53 -2.55 -0.82
N -1.00 -1.65 0.01
C -0.93 -1.95 1.32
C -1.37 -3.14 1.84
H -2.41 -4.49 -1.09
H -1.60 -2.28 -1.86
H -0.48 -1.20 1.97
H -1.30 -3.35 2.90
C 2.31 -1.33 -3.28
O 1.06 -0.60 -3.15
C 0.05 -1.07 -3.99
C -0.15 -2.42 -4.24
C -1.24 -2.82 -5.01
C -2.14 -1.89 -5.50
C -1.92 -0.54 -5.28
C -0.82 -0.13 -4.54
N -0.52 1.28 -4.45
C -1.29 2.21 -3.96
C -2.34 2.04 -3.01
C -3.37 3.00 -2.96
C -4.41 2.86 -2.08
C -4.44 1.77 -1.20
C -3.40 0.86 -1.18
C -2.32 0.99 -2.05
O -1.26 0.20 -1.95
H 2.48 -1.59 -4.32
H 2.32 -2.21 -2.64
H 3.10 -0.65 -2.95
H 0.52 -3.16 -3.84
H -1.38 -3.87 -5.22
H -2.98 -2.20 -6.09
H -2.59 0.20 -5.70
H 0.24 1.57 -5.05
H -1.09 3.22 -4.31
H -3.36 3.82 -3.67
H -5.22 3.58 -2.07
H -5.28 1.64 -0.53
H -3.42 0.02 -0.50
```

Values from the calculation:
* lowest unoccupied orbital energy: -9.26 eV
* energy: -77481.8059 eV
* frontier orbital gap: 7.730 eV
* HOMO level: -16.99 eV
* spin multiplicity: 1
* relative energy (zero: lowest compared OMol25 entry of this formula, charge and spin): 14.1 kcal/mol
* charge: +3
* maximum force: 0.0244 hartree/bohr


Record 5
This record from the Open Molecules 2025 dataset describes a structure of composition C22H26BaN2O13. The level of theory is ωB97M-V/def2-TZVPD.

Structure (XYZ):
```
64
C22H26BaN2O13 (ωB97M-V/def2-TZVPD)
Ba 0.03 0.51 -1.05
O -0.84 2.54 -5.32
C -1.02 2.15 -4.16
O -0.20 1.51 -3.44
C -2.33 2.57 -3.47
C -2.01 3.39 -2.19
C -3.23 4.23 -1.79
C -4.18 3.14 -1.26
C -3.32 1.87 -1.40
O -2.00 2.39 -1.15
C -3.24 1.44 -2.87
C -2.73 -0.01 -3.05
O -2.93 -0.54 -4.15
O -2.16 -0.54 -2.04
H -2.88 3.18 -4.18
H -1.06 3.90 -2.21
H -3.63 4.79 -2.64
H -2.96 4.94 -1.01
H -5.11 3.06 -1.83
H -4.44 3.31 -0.22
H -3.52 1.07 -0.71
H -4.22 1.48 -3.35
O -1.41 0.11 1.34
C -1.38 -0.62 2.31
C -0.50 -1.75 2.55
C -0.64 -2.40 3.76
C 0.16 -3.47 4.12
C 1.17 -3.90 3.23
C 1.34 -3.29 2.03
C 0.51 -2.19 1.60
O 0.66 -1.68 0.47
N -0.03 -4.13 5.37
O -0.92 -3.74 6.12
O 0.70 -5.07 5.65
H -2.10 -0.45 3.13
H -1.40 -2.07 4.46
H 1.80 -4.72 3.54
H 2.13 -3.60 1.35
C 2.42 0.74 3.38
C 3.17 1.38 2.20
C 4.42 2.10 2.68
O 3.56 0.36 1.29
C 2.18 2.38 1.52
O 2.00 3.47 2.07
O 1.62 1.93 0.47
H 3.06 0.01 3.87
H 1.54 0.22 3.01
H 2.11 1.51 4.09
H 5.09 1.38 3.16
H 4.15 2.89 3.38
H 4.94 2.55 1.83
H 2.95 0.45 0.54
C 0.94 -3.68 -2.22
N 1.40 -2.34 -2.54
C 0.68 -1.64 -3.60
C 2.31 -1.74 -1.76
O 2.59 -0.55 -1.79
H 0.93 -4.30 -3.12
H -0.08 -3.64 -1.81
H 1.60 -4.12 -1.48
H 0.80 -2.18 -4.54
H 1.08 -0.63 -3.72
H -0.39 -1.56 -3.37
H 2.80 -2.44 -1.08
```

Values from the calculation:
* lowest unoccupied orbital energy: 4.05 eV
* energy: -53533.2321 eV
* frontier orbital gap: 7.382 eV
* HOMO level: -3.33 eV
* spin multiplicity: 1
* relative energy (zero: lowest compared OMol25 entry of this formula, charge and spin): 2.0 kcal/mol
* charge: -2
* maximum force: 0.0063 hartree/bohr


Record 6
This record from the Open Molecules 2025 dataset describes a structure of composition C10H18I2P at a distorted geometry. The level of theory is ωB97M-V/def2-TZVPD.

Structure (XYZ):
```
31
C10H18I2P (ωB97M-V/def2-TZVPD)
C -3.13 -0.31 -2.92
C -2.28 0.48 -2.12
C -0.94 1.29 -1.54
P -0.49 0.77 0.26
I -2.94 0.63 0.62
C -0.30 0.29 2.12
C -0.96 1.06 3.25
C -0.30 -1.06 -0.15
C -1.47 -2.10 0.34
C 1.37 1.19 0.05
I 2.45 1.41 1.99
C 2.20 0.32 -1.04
C 3.24 -0.81 -0.38
H -4.05 -0.99 -3.25
H -1.30 2.43 -1.46
H -0.05 1.30 -2.29
H -0.64 2.17 0.72
H 0.29 -0.68 2.47
H -0.38 1.86 3.90
H -2.08 0.81 3.56
H -0.17 -1.25 -1.33
H 0.67 -1.44 0.45
H -0.95 -3.18 0.27
H -1.74 -2.01 1.50
H -2.40 -2.18 -0.36
H 1.38 2.31 -0.36
H 2.96 1.09 -1.56
H 1.58 -0.11 -1.95
H 2.83 -1.29 0.61
H 3.30 -1.70 -1.17
H 4.30 -0.30 -0.22
```

Values from the calculation:
* lowest unoccupied orbital energy: 2.54 eV
* energy: -36140.4509 eV
* frontier orbital gap: 5.619 eV
* HOMO level: -3.08 eV
* spin multiplicity: 1
* charge: -1
* maximum force: 0.1600 hartree/bohr


Q: What is the maximum force in the fifth record?
A: 0.0063 hartree/bohr


Q: Which value of energy does entry 4 give?
A: -77481.8059 eV